{
  "formula": "C40H56F3N2O22",
  "method": "ωB97M-V/def2-TZVPD",
  "orbital_gap_ha": 0.24070,
  "e_tot_ev": -98555.179,
  "max_force_ev_per_a": 3.9,
  "charge": 1,
  "elements": ["C", "O", "C", "C", "C", "C", "C", "C", "C", "C", "C", "C", "N", "C", "C", "C", "C", "C", "C", "F", "C", "C", "O", "O", "C", "O", "C", "C", "O", "C", "N", "C", "O", "F", "C", "O", "F", "H", "H", "H", "H", "H", "H", "H", "H", "H", "H", "H", "H", "H", "H", "H", "H", "H", "H", "H", "H", "H", "H", "H", "H", "H", "H", "H", "H", "H", "H", "H", "H", "H", "H", "H", "H", "C", "C", "O", "C", "O", "O", "H", "H", "H", "H", "C", "C", "O", "C", "O", "O", "H", "H", "H", "H", "C", "C", "O", "C", "O", "O", "H", "H", "H", "H", "C", "C", "O", "C", "O", "O", "H", "H", "H", "H", "C", "C", "O", "C", "O", "O", "H", "H", "H", "H"],
  "positions_angstrom": [[7.77946, -3.47882, 1.68953], [6.87534, -2.45590, 1.22985], [7.18681, -1.18928, 1.82844], [6.07715, -0.10027, 1.49151], [6.02192, 0.18027, -0.08296], [5.61639, 1.68443, -0.40125], [4.01278, 1.79927, -0.34238], [3.35705, 2.22932, -1.72734], [2.31426, 3.41648, -1.62597], [1.30679, 3.29114, -0.40993], [0.17023, 2.25473, -0.81310], [-0.11361, 1.17938, 0.29627], [0.92828, 0.63032, 1.04309], [0.76362, -0.35202, 2.02021], [2.07841, -0.86502, 2.71432], [-0.58492, -0.87792, 2.35727], [-0.73912, -1.96522, 3.46890], [-0.52707, -1.38566, 4.95215], [0.77802, -1.91311, 5.66101], [-0.46481, 0.04425, 4.88744], [-1.72277, -0.31118, 1.57741], [-3.15165, -0.86841, 1.89993], [-3.77712, -0.32121, 2.78086], [-3.76606, -1.93903, 1.25869], [-2.83743, -2.79314, 0.56841], [-3.58045, -3.77540, -0.19970], [-3.03617, -3.76772, -1.51851], [-3.67364, -2.95641, -2.70675], [-2.03487, -4.41103, -1.76049], [-1.51270, 0.74003, 0.54339], [-2.53867, 1.39726, -0.25657], [-3.31387, 2.36994, 0.50258], [-3.53004, 2.36265, 1.66954], [-3.84845, 3.39986, -0.26972], [-3.36265, 0.47124, -1.00571], [-2.98970, 0.06333, -2.06435], [-4.61676, 0.06884, -0.55612], [8.18847, -3.22525, 2.71814], [7.28409, -4.49365, 1.78762], [8.67084, -3.61308, 1.00820], [7.20027, -1.34506, 2.95515], [8.21903, -0.85388, 1.51715], [6.33011, 0.82473, 2.09226], [5.11241, -0.51441, 1.89967], [5.29846, -0.57859, -0.51014], [7.06673, 0.03078, -0.47973], [6.01537, 2.06248, -1.38422], [6.03373, 2.31522, 0.44340], [3.64139, 0.75058, -0.11968], [3.79210, 2.50651, 0.50763], [2.91469, 1.31162, -2.22207], [4.18738, 2.57897, -2.41241], [1.68000, 3.36760, -2.56942], [2.79156, 4.44303, -1.65628], [0.80193, 4.30022, -0.29796], [1.79479, 3.05318, 0.57297], [-0.73907, 2.83345, -1.11741], [0.48896, 1.66684, -1.73234], [1.88488, 0.97196, 0.86460], [2.99871, -0.41631, 2.23250], [2.16510, -1.98944, 2.61964], [2.06865, -0.56858, 3.79637], [-1.78367, -2.40640, 3.45983], [-0.04513, -2.84806, 3.34041], [-1.39727, -1.63237, 5.62384], [1.52919, -2.38342, 4.95914], [1.33742, -1.08360, 6.19694], [0.54353, -2.67445, 6.46730], [-2.16323, -3.38672, 1.25206], [-2.18629, -2.24492, -0.18515], [-4.23205, -3.61101, -3.42791], [-2.86015, -2.38127, -3.24294], [-4.33205, -2.16225, -2.23519], [-2.55403, 0.01062, -5.55731], [-2.84867, 1.27055, -6.31993], [-1.62104, 1.98768, -6.22950], [-0.63448, 1.07690, -6.00837], [0.53108, 1.32397, -6.04588], [-1.15155, -0.15282, -5.73662], [-3.09821, -0.84972, -5.94702], [-2.76270, 0.10943, -4.48897], [-3.07228, 1.08070, -7.37270], [-3.66666, 1.84292, -5.88296], [-6.88698, 2.33357, -0.88786], [-8.06596, 1.83569, -0.10180], [-9.17339, 2.27998, -0.87892], [-8.73224, 2.44604, -2.15413], [-9.44100, 2.64982, -3.09137], [-7.37692, 2.34909, -2.22364], [-6.02072, 1.67926, -0.80000], [-6.59531, 3.34908, -0.60691], [-8.09509, 0.74477, -0.03509], [-8.10391, 2.25211, 0.90440], [-12.03556, 3.56115, -4.32735], [-13.22013, 3.06722, -3.54794], [-14.32398, 3.51330, -4.32920], [-13.87656, 3.67816, -5.60502], [-14.58158, 3.88307, -6.54394], [-12.52137, 3.57742, -5.66747], [-11.17512, 2.90714, -4.23507], [-11.74234, 4.57623, -4.04541], [-13.25205, 1.97626, -3.48090], [-13.26202, 3.48452, -2.54203], [8.05700, 3.11427, 4.68898], [7.05759, 4.05878, 5.29220], [5.99187, 4.03839, 4.34550], [6.07699, 2.86668, 3.66724], [5.23824, 2.45833, 2.91696], [7.23448, 2.21552, 3.94825], [8.63630, 2.58086, 5.44178], [8.74377, 3.61320, 4.00080], [6.68007, 3.71019, 6.25680], [7.45354, 5.06669, 5.41094], [6.67964, -8.75521, 0.47872], [6.85132, -7.48674, -0.30726], [6.59825, -6.47584, 0.66379], [6.84768, -7.01806, 1.88650], [6.89465, -6.39533, 2.90477], [7.03752, -8.36065, 1.79956], [7.32593, -9.55762, 0.12438], [5.64526, -9.10870, 0.48372], [7.86837, -7.36411, -0.68844], [6.15078, -7.41170, -1.13848]]
}